(1)
A structure of composition C3H8BNO at a distorted geometry, computed with ωB97M-V/def2-TZVPD.

The gap between HOMO and LUMO (alpha / beta) is 5.12 / 6.18 eV. Its expectation value of S² is 2.005. Its largest force on an atom is 0.07752 Eh/bohr. The highest occupied orbital energy (alpha / beta) is -4.4 / -9.2 eV. As for the spin multiplicity: 3. The calculation puts the energy above the lowest of the compared OMol25 structures with the same formula, charge and spin at 115.36 kcal per mole.

CARTESIAN COORDINATES (ANGSTROEM)
1 N 1.4569 -1.0286 -0.3106
2 H 1.9961 2.4769 0.4048
3 H -0.9090 1.5133 0.7869
4 H 2.1264 -1.7112 0.1004
5 H -0.0808 -2.2354 0.0229
6 C -0.8415 -0.2803 -0.3732
7 H 0.1763 -1.1652 1.3481
8 C -0.5399 1.2394 -0.1268
9 H -0.6363 -0.2821 -1.4419
10 B 1.4786 1.4501 -0.0236
11 C 0.1168 -1.2350 0.2691
12 O 2.0995 0.2533 -0.1249
13 H -1.8463 -0.5279 0.0511
14 H -1.0305 1.7430 -1.0597

(2)
A cluster of 2 separate species, C11H15N in total at a distorted geometry, computed with ωB97M-V/def2-TZVPD.

The gap between HOMO and LUMO (alpha / beta) is 9.23 / 6.55 eV. Its expectation value of S² is 0.772. Its largest force on an atom is 0.03908 Eh/bohr. The highest occupied orbital energy (alpha / beta) is -13.0 / -13.5 eV. As for the spin multiplicity: 2. As for the charge: +1. The calculation puts the energy above the lowest of the compared OMol25 structures with the same formula, charge and spin at 5.65 kcal per mole.

CARTESIAN COORDINATES (ANGSTROEM)
1 C -0.2758 -0.1665 1.8640
2 H 2.7424 -0.7710 -0.8424
3 C -1.3366 0.6788 2.0320
4 H 3.1385 -2.2355 0.0480
5 C -1.3582 1.8882 1.3195
6 C -1.5351 -0.1897 -1.9522
7 C 1.6006 -1.0468 0.9669
8 C 2.8386 -1.1963 0.1526
9 H -0.0721 0.0944 -3.4313
10 C 0.7797 0.0998 0.9380
11 H 1.3407 1.4817 -0.6434
12 C 0.6653 1.2598 0.1723
13 H -2.1240 0.3890 2.7173
14 H -0.3332 3.1039 -0.1391
15 H -1.0675 0.3887 -1.1554
16 H -1.2648 1.3844 -3.4392
17 H -1.7051 -0.2433 -4.0993
18 H -1.4715 -1.2471 -1.7279
19 H 1.5370 -2.8733 2.2158
20 N -0.0424 -1.4249 2.4216
21 H -0.4912 -1.8599 3.2144
22 C -0.3512 2.1782 0.4131
23 C 1.0580 -1.9599 1.9087
24 H -2.5993 0.0612 -1.8373
25 H 3.6068 -0.6836 0.7247
26 H -2.1375 2.5808 1.5125
27 C -1.1424 0.3089 -3.3540

- The lowest largest force on an atom belongs to which entry?
  C11H15N

What did the second record say?
A cluster of 2 separate species, C11H15N in total at a distorted geometry, computed with ωB97M-V/def2-TZVPD.

The gap between HOMO and LUMO (alpha / beta) is 9.23 / 6.55 eV. Its expectation value of S² is 0.772. Its largest force on an atom is 0.03908 Eh/bohr. The highest occupied orbital energy (alpha / beta) is -13.0 / -13.5 eV. As for the spin multiplicity: 2. As for the charge: +1. The calculation puts the energy above the lowest of the compared OMol25 structures with the same formula, charge and spin at 5.65 kcal per mole.

CARTESIAN COORDINATES (ANGSTROEM)
1 C -0.2758 -0.1665 1.8640
2 H 2.7424 -0.7710 -0.8424
3 C -1.3366 0.6788 2.0320
4 H 3.1385 -2.2355 0.0480
5 C -1.3582 1.8882 1.3195
6 C -1.5351 -0.1897 -1.9522
7 C 1.6006 -1.0468 0.9669
8 C 2.8386 -1.1963 0.1526
9 H -0.0721 0.0944 -3.4313
10 C 0.7797 0.0998 0.9380
11 H 1.3407 1.4817 -0.6434
12 C 0.6653 1.2598 0.1723
13 H -2.1240 0.3890 2.7173
14 H -0.3332 3.1039 -0.1391
15 H -1.0675 0.3887 -1.1554
16 H -1.2648 1.3844 -3.4392
17 H -1.7051 -0.2433 -4.0993
18 H -1.4715 -1.2471 -1.7279
19 H 1.5370 -2.8733 2.2158
20 N -0.0424 -1.4249 2.4216
21 H -0.4912 -1.8599 3.2144
22 C -0.3512 2.1782 0.4131
23 C 1.0580 -1.9599 1.9087
24 H -2.5993 0.0612 -1.8373
25 H 3.6068 -0.6836 0.7247
26 H -2.1375 2.5808 1.5125
27 C -1.1424 0.3089 -3.3540

- Which value of largest force on an atom does entry 2 give?
  0.03908 Eh/bohr